Here is a single CH7NSi molecule in a non-equilibrium geometry from the OMol25 dataset. Energies are from ωB97M-V with the def2-TZVPD basis set.

CARTESIAN COORDINATES (ANGSTROEM)
C  -1.39  0.27  -0.02
N  1.53  0.55  0.13
Si  0.30  -0.66  0.08
H  -1.32  0.74  -0.90
H  -2.15  -0.68  -0.14
H  -1.59  0.86  0.86
H  2.43  0.36  0.40
H  1.25  1.50  -0.05
H  0.72  -1.83  0.87
H  0.21  -1.10  -1.23

Summary:
expectation value of S²: 2.01
LUMO (spin up / spin down): 0.58 / -4.21 eV
spin multiplicity: 3
charge: 0
E: -10511.5948 eV

Here is a molecular structure, C13H23N5O10S in a non-equilibrium geometry from the OMol25 dataset. Energies are from ωB97M-V with the def2-TZVPD basis set.

CARTESIAN COORDINATES (ANGSTROEM)
C  -0.86  0.90  -3.65
N  -1.18  0.41  -2.30
O  -1.10  1.20  -1.39
O  -1.75  -0.65  -2.26
H  -0.18  1.73  -3.50
H  -1.76  1.07  -4.25
H  -0.26  0.20  -4.23
C  2.17  -3.48  2.93
N  3.19  -3.23  1.87
O  2.88  -2.56  0.94
O  4.28  -3.83  1.95
H  1.32  -4.01  2.49
H  1.95  -2.47  3.26
H  2.70  -4.04  3.70
C  1.46  -1.86  -0.97
N  0.04  -1.89  -1.47
O  -0.16  -1.66  -2.65
O  -0.79  -2.19  -0.68
H  1.75  -0.84  -0.74
H  2.07  -2.11  -1.83
H  1.69  -2.65  -0.25
C  -0.32  1.04  1.09
C  0.40  0.42  -0.02
O  0.63  -0.85  0.44
S  1.02  -0.95  2.05
O  2.44  -0.61  2.28
O  0.53  -2.27  2.53
O  -0.05  0.28  2.32
H  -1.36  1.19  0.81
H  0.02  2.08  1.14
H  1.37  0.84  -0.31
H  -0.17  0.29  -0.93
N  0.07  3.82  -0.01
C  1.03  3.79  1.00
C  2.08  3.02  0.54
C  1.74  2.54  -0.74
C  0.55  3.09  -1.07
H  -0.85  4.23  0.09
H  0.89  4.27  1.96
H  2.94  2.76  1.13
H  2.33  1.87  -1.36
H  -0.07  2.91  -1.94
N  -2.34  0.19  -0.33
C  -3.50  0.93  -0.01
C  -4.27  0.18  0.72
C  -3.81  -1.10  0.66
C  -2.54  -1.12  0.06
H  -1.61  0.55  -0.93
H  -3.46  1.95  -0.37
H  -5.13  0.52  1.27
H  -4.21  -2.00  1.10
H  -1.82  -1.89  -0.15

Summary:
LUMO: -1.38 eV
charge: 0
E: -52583.5114 eV

Here is a single C6H11N5S molecule in a non-equilibrium geometry from the OMol25 dataset. Energies are from ωB97M-V with the def2-TZVPD basis set.

CARTESIAN COORDINATES (ANGSTROEM)
C  1.21  0.51  -0.11
C  -1.05  1.21  0.47
C  -0.70  0.33  -1.93
C  -0.64  -1.26  -0.08
C  1.82  0.15  2.43
C  -0.39  0.15  -0.43
N  1.94  0.97  -1.09
N  3.15  1.32  -0.56
N  3.12  1.11  0.69
N  1.97  0.57  1.07
N  -0.39  2.31  0.90
S  -2.66  0.90  0.87
H  -0.27  -0.45  -2.52
H  -1.75  0.25  -2.01
H  -0.31  1.20  -2.26
H  -1.02  -1.36  0.95
H  -1.29  -1.91  -0.79
H  0.25  -1.83  -0.05
H  0.81  0.17  2.89
H  2.22  -0.85  2.57
H  2.51  0.73  3.00
H  0.29  2.69  0.36
H  -0.79  2.81  1.65

Summary:
expectation value of S²: 2.01
LUMO (spin up / spin down): 0.57 / -2.52 eV
spin multiplicity: 3
charge: 0
E: -24681.1372 eV

Here is a molecular structure, C18H36Cl26FO8PS in a non-equilibrium geometry from the OMol25 dataset. Energies are from ωB97M-V with the def2-TZVPD basis set.

CARTESIAN COORDINATES (ANGSTROEM)
C  3.15  -1.11  -0.26
C  2.80  -2.25  -1.23
O  2.64  -3.42  -0.42
C  1.49  -2.02  -2.02
C  0.54  -1.03  -1.39
O  0.82  0.29  -1.93
S  -0.24  1.21  -1.15
O  -0.43  2.33  -2.00
O  0.15  1.28  0.21
O  -1.46  0.17  -1.31
C  -0.95  -1.13  -1.72
F  -1.25  -1.14  -3.06
P  -1.90  -2.42  -0.81
O  -1.07  -3.02  0.24
O  -2.40  -3.51  -1.85
O  -3.20  -1.76  -0.19
H  2.79  -0.13  -0.58
H  2.71  -1.35  0.71
H  4.23  -1.02  -0.13
H  3.61  -2.37  -1.96
H  3.02  -4.17  -0.90
H  1.03  -2.99  -2.18
H  1.73  -1.64  -3.02
H  0.57  -1.07  -0.30
H  -2.53  -3.13  -2.74
H  -2.94  -1.26  0.61
C  -3.40  -6.12  -3.53
Cl  -3.05  -5.24  -5.03
Cl  -5.07  -6.71  -3.50
H  -2.73  -6.97  -3.47
H  -3.25  -5.46  -2.69
C  -0.73  1.17  3.22
Cl  -2.10  0.08  2.91
Cl  0.30  0.57  4.52
H  -0.14  1.25  2.32
H  -1.12  2.14  3.50
C  1.46  5.07  0.08
Cl  0.22  3.84  -0.25
Cl  2.49  4.60  1.45
H  2.07  5.17  -0.80
H  0.98  6.01  0.32
C  1.51  1.29  7.80
Cl  1.12  2.95  8.22
Cl  2.99  0.74  8.60
H  0.70  0.65  8.10
H  1.66  1.23  6.73
C  -2.57  6.57  1.10
Cl  -0.94  6.46  1.78
Cl  -2.69  7.80  -0.15
H  -2.82  5.61  0.67
H  -3.26  6.82  1.90
C  5.45  1.33  5.75
Cl  4.26  2.52  5.19
Cl  5.49  -0.10  4.70
H  6.43  1.79  5.74
H  5.18  1.02  6.75
C  5.75  -3.52  1.42
Cl  5.37  -4.93  2.42
Cl  5.62  -2.01  2.33
H  6.76  -3.62  1.06
H  5.05  -3.48  0.60
C  -0.01  8.07  -3.15
Cl  0.30  9.39  -2.01
Cl  0.09  6.48  -2.36
H  -1.00  8.19  -3.56
H  0.74  8.11  -3.93
C  -6.27  -0.70  -0.61
Cl  -5.95  0.01  -2.20
Cl  -7.94  -1.24  -0.46
H  -5.61  -1.55  -0.48
H  -6.08  0.05  0.14
C  -3.60  1.48  -4.32
Cl  -3.87  3.13  -4.89
Cl  -2.61  0.55  -5.46
H  -3.09  1.52  -3.37
H  -4.56  0.99  -4.22
C  -1.47  -6.33  -8.61
Cl  -1.91  -4.70  -8.08
Cl  -0.04  -6.89  -7.73
H  -2.29  -7.00  -8.40
H  -1.25  -6.31  -9.67
C  1.42  -6.52  -4.56
Cl  1.59  -5.32  -3.26
Cl  1.34  -8.16  -3.92
H  0.51  -6.31  -5.10
H  2.28  -6.44  -5.22
C  -0.03  5.60  11.21
Cl  0.27  6.27  9.61
Cl  -1.69  5.03  11.39
H  0.65  4.77  11.37
H  0.15  6.38  11.95

Summary:
LUMO: 0.10 eV
charge: 0
E: -384055.4469 eV